No. 1
C17H15Cl2NO2 | the ωB97M-V functional and the def2-TZVPD basis

Structure (XYZ):
```
37
Properties=species:S:1:pos:R:3:forces:R:3:nbo_charge:R:1
O -1.819 -3.109 0.034 0.0318 -0.1934 -0.2307 -0.589
C -2.076 -2.133 0.700 -0.4851 0.0955 0.3106 0.644
N -1.178 -1.226 1.157 0.1005 0.2063 0.4184 -0.604
C 0.162 -1.048 0.780 0.2479 0.0198 -0.0924 0.147
C 0.868 -1.988 0.040 -0.0719 -0.2504 -0.0844 -0.252
C 2.181 -1.737 -0.334 -0.0365 0.1611 0.0985 -0.199
C 2.776 -0.547 0.029 -0.0853 0.1028 0.0110 0.042
C 2.068 0.394 0.774 0.0119 -0.1658 -0.1296 -0.017
C 0.768 0.153 1.157 -0.0373 -0.1712 -0.0494 -0.240
H 0.217 0.883 1.733 -0.1209 0.1278 0.0718 0.209
C 2.919 1.596 1.053 0.0367 0.1290 0.0641 -0.429
H 2.374 2.533 0.937 -0.0010 0.0387 0.0658 0.218
H 3.293 1.551 2.080 0.0050 0.0570 0.0355 0.211
C 4.069 1.453 0.044 0.0795 0.0181 0.0222 -0.385
H 5.005 1.862 0.421 0.0155 0.0598 -0.0547 0.210
H 3.812 1.983 -0.875 0.0098 0.0182 -0.0100 0.201
C 4.166 -0.054 -0.248 0.1407 -0.0136 -0.0354 -0.441
H 4.491 -0.262 -1.268 0.0662 -0.0336 0.0070 0.215
H 4.870 -0.539 0.433 0.0740 -0.0073 -0.0296 0.208
H 2.724 -2.472 -0.910 0.0396 -0.0975 -0.0720 0.210
H 0.386 -2.907 -0.247 -0.0348 -0.0325 -0.0005 0.253
H -1.535 -0.476 1.736 -0.0700 -0.2287 -0.1141 0.407
C -3.521 -1.745 1.054 0.1294 -0.3483 0.1221 -0.151
O -4.070 -0.926 0.020 -0.0812 0.3299 -0.0775 -0.509
C -3.254 0.010 -0.551 0.0841 0.2620 -0.2663 0.348
C -2.933 -0.139 -1.897 -0.1285 -0.1122 0.2961 -0.249
C -2.121 0.777 -2.538 0.0359 0.0618 0.1000 -0.183
C -1.601 1.855 -1.847 -0.0131 0.0224 0.0397 -0.231
C -1.927 2.029 -0.512 -0.0383 -0.1302 -0.0656 -0.056
C -2.764 1.127 0.135 -0.1745 0.0289 -0.0045 -0.142
Cl -3.192 1.404 1.793 -0.0892 -0.1229 -0.0587 0.022
Cl -1.284 3.375 0.352 0.1202 0.1630 -0.0235 0.031
H -0.947 2.564 -2.329 0.0578 0.0825 -0.0177 0.233
H -1.875 0.640 -3.579 0.0246 -0.0166 -0.1033 0.225
H -3.326 -0.999 -2.415 -0.0386 -0.1160 -0.0300 0.237
H -3.576 -1.245 2.028 -0.0138 -0.0418 -0.1613 0.184
H -4.149 -2.637 1.061 0.2091 0.0975 0.0482 0.221
```
Positions in Å, forces in eV/Å.

Summary:
- SMILES: O=C(COc1cccc(Cl)c1Cl)Nc1ccc2c(c1)CCC2
- Energy relative to the best compared isomer or geometry (same formula, charge and spin): 0.0 kcal/mol
- LUMO level: 0.574 eV
- E: -1782.4530 Ha
- HOMO energy: -8.27 eV
- Multiplicity: 1
- Molecular weight: 336.2 Da

---

No. 2
C42H48N4P3Pb | the ωB97M-V functional and the def2-TZVPD basis

Structure (XYZ):
```
98
Properties=species:S:1:pos:R:3:forces:R:3:mulliken_charge:R:1
Pb -1.193 0.258 0.119 0.1057 -0.0920 0.1324 0.324
C -0.598 0.292 4.048 -0.0071 0.0028 -0.0745 -0.773
N 0.064 -0.213 2.842 -0.1085 0.1242 -0.0155 1.161
C 1.303 0.532 2.640 0.0076 -0.1337 -0.0999 -0.506
C 1.094 1.964 2.196 -0.0299 -0.0229 -0.0299 0.804
C 1.925 2.971 2.666 0.0294 0.0383 0.0456 -1.071
C 1.739 4.270 2.221 0.0323 -0.0062 -0.0076 -0.593
C 0.716 4.535 1.324 0.0107 0.0272 -0.0082 -0.908
C -0.052 3.472 0.885 0.0286 -0.0501 -0.0493 -0.432
N 0.135 2.219 1.299 0.2120 0.0289 0.1357 0.868
C 0.297 -1.643 2.937 -0.1158 0.0355 -0.1561 -1.448
C 0.635 -2.363 1.643 0.1347 0.0193 -0.1005 0.498
C 1.255 -3.604 1.743 0.0598 -0.0321 -0.0045 -1.086
C 1.512 -4.336 0.599 -0.0482 0.0020 -0.0295 -0.773
C 1.181 -3.795 -0.633 -0.0800 -0.1061 0.0033 -1.488
C 0.604 -2.542 -0.656 -0.1156 -0.0195 -0.0011 -0.594
N 0.312 -1.848 0.450 0.1038 -0.0706 0.3294 1.691
C -1.916 -0.349 4.415 -0.0363 -0.0782 0.0713 0.283
C -2.153 -0.704 5.740 0.0678 0.0140 -0.0161 -1.090
C -3.387 -1.222 6.093 -0.0374 -0.0218 0.0398 -0.501
C -4.347 -1.390 5.109 0.0401 0.0257 -0.0108 -0.848
C -4.014 -1.027 3.814 -0.0018 -0.0039 -0.0408 -0.060
N -2.836 -0.515 3.466 0.0685 0.0728 -0.1976 0.273
H 0.074 0.189 4.914 0.0350 0.0506 0.0227 0.326
H -0.770 1.362 3.903 0.0035 0.0139 -0.0043 0.419
H 1.912 0.528 3.557 0.0451 0.0381 -0.0013 0.409
H 1.881 0.036 1.856 -0.0158 0.0003 -0.0141 -0.494
H 2.713 2.737 3.371 -0.0309 -0.0030 0.0015 0.494
H 2.386 5.064 2.568 -0.0247 -0.0047 0.0225 0.467
H 0.525 5.537 0.966 0.0022 -0.0241 -0.0222 0.474
H -0.842 3.616 0.154 0.0166 0.0226 0.0241 0.244
H 1.087 -1.878 3.666 0.0135 -0.0218 0.0415 0.392
H -0.624 -2.094 3.316 0.0275 -0.0385 0.0076 0.497
H 1.531 -3.990 2.716 -0.0291 0.0188 0.0009 0.536
H 1.978 -5.311 0.664 0.0145 0.0161 0.0044 0.436
H 1.390 -4.321 -1.555 0.0021 0.0538 0.0177 0.617
H 0.371 -2.043 -1.593 -0.0498 -0.0641 0.0323 0.762
H -1.376 -0.572 6.483 -0.0219 0.0041 -0.0096 0.429
H -3.594 -1.494 7.121 0.0049 -0.0013 -0.0226 0.422
H -5.326 -1.789 5.334 0.0081 -0.0087 -0.0070 0.410
H -4.733 -1.150 3.009 0.0008 0.0053 0.0250 0.367
C -4.571 2.557 0.385 0.1132 -0.0751 -0.0370 -1.302
P -3.719 1.631 -0.950 -0.4704 0.3514 -0.1934 1.286
C -3.965 2.774 -2.369 0.0318 -0.1138 0.1246 -1.514
C -4.984 0.320 -1.305 0.2478 -0.1324 0.0337 -1.303
C -4.442 -0.808 -2.195 0.1173 0.1976 0.1496 -1.105
P -2.891 -1.593 -1.547 -0.2733 -0.3955 -0.3107 1.152
C -3.541 -2.888 -0.420 0.0720 0.1260 -0.0321 -1.321
C -2.449 -2.629 -2.999 0.0132 0.1150 0.1352 -1.536
H -5.609 2.772 0.129 -0.0080 0.0036 0.0022 0.460
H -4.047 3.497 0.559 -0.0267 -0.0124 0.0165 0.395
H -4.536 1.974 1.307 -0.0125 0.0212 0.0048 0.274
H -5.008 3.084 -2.448 -0.0048 0.0084 -0.0300 0.430
H -3.655 2.293 -3.296 -0.0318 0.0362 -0.0229 0.399
H -3.338 3.654 -2.225 -0.0074 0.0004 -0.0351 0.402
H -5.853 0.793 -1.767 -0.0504 -0.0227 0.0177 0.592
H -5.312 -0.084 -0.343 0.0269 0.0129 0.0130 0.350
H -4.194 -0.412 -3.185 -0.0034 -0.0282 -0.0117 0.382
H -5.196 -1.586 -2.337 -0.0205 0.0086 -0.0538 0.648
H -4.327 -3.475 -0.899 -0.0137 -0.0129 0.0252 0.452
H -3.920 -2.445 0.502 -0.0074 0.0007 -0.0124 0.242
H -2.713 -3.549 -0.158 -0.0361 -0.0013 0.0377 0.368
H -3.320 -3.188 -3.346 0.0176 -0.0100 -0.0358 0.494
H -1.666 -3.334 -2.719 0.0047 0.0070 -0.0085 0.375
H -2.074 -1.997 -3.804 0.0053 -0.0070 0.0008 0.343
C 5.797 3.590 -1.367 0.0352 -0.0286 -0.0267 -0.604
C 6.138 2.251 -1.467 0.0133 -0.0181 0.0169 -0.720
C 5.165 1.266 -1.342 -0.0802 0.0141 -0.0409 -0.303
C 3.835 1.613 -1.124 -0.0278 -0.0365 0.0189 0.288
C 3.502 2.966 -1.024 -0.0183 -0.0299 -0.0093 -0.361
C 4.472 3.947 -1.149 -0.0106 0.0233 0.0134 -0.762
P 2.476 0.410 -0.836 0.0567 0.0668 0.0842 1.359
C 3.239 -1.182 -1.360 0.0288 0.0334 0.1080 0.211
C 3.099 -1.776 -2.612 0.1035 0.0291 -0.0249 -0.300
C 3.702 -2.998 -2.886 -0.0617 0.0417 -0.0537 -0.763
C 4.442 -3.650 -1.911 0.0236 -0.0109 0.0233 -0.580
C 4.575 -3.078 -0.653 0.0107 0.0037 0.0143 -0.776
C 3.970 -1.861 -0.380 0.0143 0.1253 -0.0649 -0.312
C 1.312 0.815 -2.187 0.1039 -0.0642 0.0870 0.380
C 1.819 1.164 -3.445 -0.1143 -0.0320 -0.0566 -0.551
C 0.972 1.377 -4.519 0.0709 0.0027 0.0203 -0.895
C -0.395 1.230 -4.332 -0.0331 0.0134 0.0005 -1.211
C -0.888 0.902 -3.079 -0.0970 0.0901 0.1750 -0.190
C -0.069 0.711 -1.952 -0.0205 -0.1358 -0.1788 -0.434
H 6.558 4.353 -1.469 -0.0186 -0.0063 0.0096 0.381
H 7.166 1.964 -1.649 -0.0110 0.0134 0.0082 0.433
H 5.445 0.224 -1.432 0.0173 -0.0142 0.0044 0.375
H 2.465 3.248 -0.869 0.0132 0.0226 0.0405 0.367
H 4.200 4.993 -1.076 -0.0226 -0.0240 -0.0107 0.452
H 2.521 -1.288 -3.384 -0.0227 0.0407 -0.0211 0.329
H 3.593 -3.439 -3.869 0.0061 0.0065 0.0218 0.406
H 4.917 -4.599 -2.131 -0.0097 0.0094 0.0070 0.388
H 5.145 -3.585 0.116 0.0032 0.0222 -0.0023 0.457
H 4.074 -1.416 0.605 -0.0044 -0.0338 0.0151 0.356
H 2.891 1.252 -3.583 0.0090 0.0319 0.0111 0.540
H 1.373 1.644 -5.489 -0.0093 -0.0011 0.0259 0.426
H -1.077 1.385 -5.161 0.0179 -0.0197 0.0222 0.443
H -1.964 0.815 -2.967 0.0286 -0.0236 -0.0498 0.266
```
Positions in Å, forces in eV/Å.

Summary:
- LUMO level: -1.638 eV
- E: -3065.0287 Ha
- Charge: +1
- HOMO energy: -9.67 eV
- Multiplicity: 1
- Molecular weight: 909.0 Da